15
Properties=species:S:1:pos:R:3 method="wB97M-V/def2-TZVPD" e_above_lowest_kj_mol=603.7 largest_force_ev_per_a=1.01 spin_multiplicity=1
C 0.4749 -1.1932 -0.4344
C 2.0450 0.4401 -0.5399
C 0.9502 0.0655 0.1992
N -0.6204 1.1259 0.2602
C -1.7210 0.5915 1.1016
C -1.5346 0.3357 -0.3251
H 0.6242 -1.3036 -1.5100
H 0.6701 -2.1349 0.0944
H 2.9148 0.9194 -0.0929
H 2.0799 0.3203 -1.6214
H 1.1139 0.0517 1.2740
H -1.5837 -0.2669 1.7671
H -2.4089 1.3406 1.5092
H -2.0796 0.5532 -1.2449
H -0.9247 -0.8453 -0.4371



15
Properties=species:S:1:pos:R:3 method="wB97M-V/def2-TZVPD" smiles="C=N/C=C/CC" e_above_lowest_kj_mol=162.8 largest_force_ev_per_a=1.91 spin_multiplicity=1
C -0.6011 -2.4150 1.6958
N 0.1171 -1.4560 2.0350
C 0.6719 -0.5513 1.1108
C -0.0651 0.3212 0.4330
C 0.5171 1.3065 -0.5384
C -0.1245 1.2969 -1.9348
H -1.0261 -3.1257 2.4104
H -0.8865 -2.7651 0.6863
H 1.7525 -0.5837 1.1515
H -1.1398 0.4587 0.4626
H 0.2886 2.3059 -0.1292
H 1.6048 1.3607 -0.6156
H -1.1576 1.6557 -1.8289
H -0.2709 0.2602 -2.2465
H 0.3196 1.9311 -2.6921



15
Properties=species:S:1:pos:R:3 method="wB97M-V/def2-TZVPD" smiles="C=C[C@@H]1C[C@H]1N" e_above_lowest_kj_mol=298.6 largest_force_ev_per_a=4.98 spin_multiplicity=1
C 1.8220 1.0415 -0.8415
C 1.3354 -0.2106 -0.7595
C 0.2946 -0.6027 0.0912
C -1.0288 -1.0348 -0.4968
C -0.8276 0.2356 0.2745
N -1.5007 0.5490 1.5245
H 2.6179 0.9383 -1.6448
H 1.4228 1.8490 -0.2189
H 1.7006 -1.0170 -1.3745
H 0.5751 -1.2608 0.9270
H -1.4969 -1.9399 -0.0659
H -1.0588 -0.9242 -1.6147
H -0.7246 1.1278 -0.4407
H -1.1536 -0.4409 2.0806
H -0.9510 1.2507 2.0731



15
Properties=species:S:1:pos:R:3 method="wB97M-V/def2-TZVPD" e_above_lowest_kj_mol=624.0 largest_force_ev_per_a=4.48 total_charge=+1 spin_multiplicity=2
C 0.6768 0.7868 -1.1591
N -1.6649 -0.8201 -1.1936
C -0.7452 -1.1955 -0.1941
C 0.2014 -0.0276 0.0436
C 1.3877 0.1846 1.3171
C 0.0830 0.8071 1.2630
H 1.5043 1.3879 -0.7783
H 0.9943 0.1900 -2.0093
H -0.0745 1.5123 -1.4691
H -0.0463 -2.0159 -0.4620
H -2.2051 -1.6084 -1.5487
H -1.1395 -1.4279 0.8006
H 1.6956 -0.1993 2.2955
H -0.7311 0.5214 1.9344
H 0.0637 1.9046 1.1597



15
Properties=species:S:1:pos:R:3 method="wB97M-V/def2-TZVPD" e_above_lowest_kj_mol=203.2 largest_force_ev_per_a=10.57 total_charge=+1 spin_multiplicity=2
C -0.9352 -0.5120 0.9368
N 1.0310 1.4637 1.5084
C 0.6575 1.0592 0.2451
C -0.1971 0.1169 -0.0269
C -0.4554 -0.3697 -1.3474
C 0.1304 -1.4098 -1.9644
H -2.0273 -0.3111 0.6546
H -0.6780 -0.3379 2.0250
H -0.8574 -1.6076 0.6951
H 0.5367 1.3145 2.3010
H 1.7956 2.0787 1.6093
H 1.4790 1.7343 -0.3776
H -1.0905 0.3473 -1.9296
H 0.8893 -2.0149 -1.4119
H -0.2786 -1.5518 -2.9175



16
Properties=species:S:1:pos:R:3 method="wB97M-V/def2-TZVPD" e_above_lowest_kj_mol=439.2 largest_force_ev_per_a=4.55 total_charge=+1 spin_multiplicity=1
C 0.6002 -1.7874 -0.1573
C 1.3007 0.3401 -0.0485
C -0.7053 -1.3499 0.1369
C -0.8168 0.0783 0.4491
C -1.6617 1.0072 -0.3938
N 1.5805 -0.9180 -0.1150
N 2.1266 1.3451 0.0075
H 0.8735 -2.8882 -0.1927
H -1.4766 -1.7028 -0.6531
H -0.8827 -2.0273 1.0273
H -0.4648 0.3717 1.4841
H -1.1427 2.0359 -0.4255
H -2.5463 1.4077 0.2015
H -1.6634 0.5441 -1.4373
H 1.7899 2.3186 0.0511
H 3.0890 1.2248 0.0656



16
Properties=species:S:1:pos:R:3 method="wB97M-V/def2-TZVPD" e_above_lowest_kj_mol=570.6 largest_force_ev_per_a=5.89 total_charge=+1 spin_multiplicity=1
C 1.4266 3.0048 -0.0237
C 0.8166 1.9666 0.1171
C -0.3108 -1.1420 -1.3620
C -0.7096 0.2975 1.8523
C -0.5343 0.3801 0.3688
N 0.2372 -2.1903 -1.8941
N 0.1420 -0.6153 -0.2480
H 2.0774 3.8038 0.2539
H -1.3573 -0.8720 -1.6380
H 0.1978 0.0990 2.3452
H -1.0301 1.2151 2.4856
H -1.4932 -0.4174 2.0192
H -1.4812 0.5406 -0.1678
H -0.1417 -2.6350 -2.7497
H 1.0788 -2.5492 -1.4645
H 1.0817 -0.8863 0.1056



16
Properties=species:S:1:pos:R:3 method="wB97M-V/def2-TZVPD" smiles="C=[N+]=NC1CCC1" e_above_lowest_kj_mol=583.9 largest_force_ev_per_a=2.88 total_charge=+1 spin_multiplicity=1
C 2.9784 -0.2799 0.7189
N 2.1499 0.1532 -0.1259
N 1.2714 0.7594 -0.5914
C -0.2549 0.1716 -0.9507
C -1.4621 1.0444 -0.3816
C -1.6309 -0.0482 0.7482
C -0.6939 -0.9718 -0.1390
H 2.6229 0.0226 1.6923
H 3.9034 -0.6980 0.3027
H -0.2785 0.1896 -2.0099
H -2.2941 0.9353 -1.0173
H -1.3377 2.1320 -0.0920
H -1.0500 0.2560 1.5602
H -2.6999 -0.2797 0.9742
H -0.0325 -1.7480 0.2191
H -1.1916 -1.6386 -0.9079



16
Properties=species:S:1:pos:R:3 method="wB97M-V/def2-TZVPD" smiles="C1=[NH+]CN[C@@H]2C[C@H]12" e_above_lowest_kj_mol=300.2 largest_force_ev_per_a=2.57 total_charge=+1 spin_multiplicity=1
C 0.3991 -1.3398 -0.0193
N 1.4993 -0.6818 0.1718
C 1.5792 0.7403 -0.0817
N 0.2541 1.2452 0.1807
C -0.9381 0.6604 -0.3803
C -1.7559 -0.1154 0.5463
C -0.8867 -0.8508 -0.4620
H 0.4821 -2.3515 0.1337
H 2.3894 -1.1327 0.5367
H 2.2053 1.2179 0.6117
H 1.8927 0.9418 -1.1107
H 0.2595 2.3048 0.2449
H -1.5285 1.3398 -1.0444
H -2.8027 -0.2042 0.1829
H -1.7029 -0.1687 1.6084
H -1.3460 -1.6052 -1.1187



16
Properties=species:S:1:pos:R:3 method="wB97M-V/def2-TZVPD" e_above_lowest_kj_mol=640.4 largest_force_ev_per_a=3.99 total_charge=+1 spin_multiplicity=1
C 0.5241 0.1456 -1.6841
C 0.0382 -0.3906 1.9377
C -0.5808 0.9735 1.9589
C -0.2552 1.0448 -1.0436
C 0.9589 -0.9541 -2.4372
N 0.9956 1.0834 -0.7639
N -1.0638 -0.0480 1.0783
H 0.9809 -0.4657 1.4145
H -0.1960 -1.3156 2.5188
H -1.1879 1.2837 2.7148
H -0.0914 1.7360 1.3760
H -1.2245 1.3539 -0.7630
H 0.1539 -1.4127 -2.9958
H 1.1063 -1.8769 -1.7362
H 1.9294 -0.8010 -2.8894
H -2.0878 -0.3564 1.3141



16
Properties=species:S:1:pos:R:3 method="wB97M-V/def2-TZVPD" e_above_lowest_kj_mol=498.6 largest_force_ev_per_a=3.62 total_charge=+1 spin_multiplicity=1
C 0.3618 1.5910 -0.1353
C 0.5096 -1.5035 0.1568
C -1.6769 -0.1074 0.2594
C -0.7681 -1.0629 -0.4864
C 1.6015 -0.4720 0.2079
N -0.8716 1.3172 0.2336
N 1.4584 0.8509 -0.0571
H 0.3974 2.6017 -0.4630
H 0.2705 -1.6681 1.2840
H 0.7345 -2.4760 -0.2372
H -2.5782 0.0813 -0.3292
H -2.0741 -0.3045 1.3686
H -0.7643 -0.7688 -1.5070
H 2.6071 -0.8049 0.0747
H -1.5774 1.9192 -0.1468
H 2.3936 1.3753 -0.3010



16
Properties=species:S:1:pos:R:3 method="wB97M-V/def2-TZVPD" e_above_lowest_kj_mol=773.4 largest_force_ev_per_a=5.19 total_charge=+1 spin_multiplicity=1
C 1.4118 -0.0176 0.4778
C 2.5719 0.1041 0.1376
C -0.9244 -0.2721 -0.0538
C 4.0401 0.1560 -0.0574
C -3.0835 0.6552 -0.1352
N -1.2754 -1.5413 0.0848
N -1.6450 0.8051 0.0201
H 4.5545 1.1326 0.3623
H 4.1443 0.1905 -1.1801
H 4.6501 -0.5834 0.5634
H -3.4648 0.7540 0.8494
H -3.2633 -0.3416 -0.4866
H -3.3680 1.4160 -0.8771
H -0.6904 -2.3486 -0.0961
H -2.2642 -1.8037 0.1226
H -1.3938 1.6948 0.2682



16
Properties=species:S:1:pos:R:3 method="wB97M-V/def2-TZVPD" smiles=C[C@@H]1C[N@H+]2[C@@H]3[C@H]2N13 e_above_lowest_kj_mol=548.6 largest_force_ev_per_a=5.16 total_charge=+1 spin_multiplicity=1
C -1.6908 0.7827 0.3160
C -0.5307 0.2440 -0.5873
C 0.1882 -1.1390 -0.2904
N 1.4873 -0.6800 0.2017
C 1.8946 0.4963 -0.5110
C 1.3887 0.7381 0.7772
N 0.6143 1.1402 -0.3719
H -1.5316 0.9405 1.2871
H -2.4963 0.1552 0.1227
H -2.1112 1.7867 -0.0013
H -0.7136 0.4100 -1.6911
H -0.4330 -1.6965 0.4398
H 0.2207 -1.6155 -1.3639
H 2.1041 -1.3460 0.6335
H 2.8537 0.7614 -1.2257
H 1.4544 1.1734 1.7297



17
Properties=species:S:1:pos:R:3 method="wB97M-V/def2-TZVPD" e_above_lowest_kj_mol=660.7 largest_force_ev_per_a=5.62 total_charge=+1 spin_multiplicity=1
C 0.5078 -0.2646 0.1600
C -3.1284 0.8995 0.4051
C 1.1621 -0.1354 -2.2183
C -2.3899 1.2235 -0.8540
C -1.7697 0.5315 0.1126
N 0.8671 -0.0414 -1.0245
N 2.5399 -1.1730 1.8626
O -0.6382 0.0430 0.7104
H 1.4522 -0.4910 1.0748
H -3.2704 1.6181 1.0742
H -3.8207 0.1707 0.3201
H 1.1901 -1.0675 -2.5998
H 1.4052 0.7553 -2.9207
H -2.3308 1.7264 -1.7313
H 2.1745 -1.8919 2.4327
H 3.0198 -0.3579 2.1499
H 3.0294 -1.5454 1.0461



17
Properties=species:S:1:pos:R:3 method="wB97M-V/def2-TZVPD" e_above_lowest_kj_mol=505.1 largest_force_ev_per_a=4.81 total_charge=+1 spin_multiplicity=1
C 0.5787 0.8038 -0.1962
C 2.2881 1.0966 -0.0375
C 0.4127 -0.7953 0.0098
C -1.0440 -1.1713 -0.5141
C -1.8728 0.9257 0.5599
N -0.7145 1.4841 0.3149
N -2.1397 -0.3260 0.1664
O 3.0880 0.2291 0.4592
H 0.4858 1.0615 -1.2343
H 2.7728 1.8242 -0.6392
H 1.1828 -1.3221 -0.5795
H 0.4569 -0.9632 1.1844
H -1.3351 -0.9895 -1.5621
H -1.1149 -2.1338 -0.2394
H -2.6275 1.6010 0.8609
H 2.6328 -0.4708 1.0181
H -3.0502 -0.8541 0.4286



17
Properties=species:S:1:pos:R:3 method="wB97M-V/def2-TZVPD" e_above_lowest_kj_mol=533.5 largest_force_ev_per_a=4.61 total_charge=+1 spin_multiplicity=1
C -0.8486 2.4913 -1.4185
C -0.3106 3.1353 -0.5540
C -0.3459 -0.8656 0.4008
C -1.6704 -2.7196 0.8486
C 0.9280 -0.4617 0.2832
N -0.6943 -1.9581 1.1462
N 1.4380 0.6765 -0.5423
O 1.9381 -1.0436 0.9988
H -1.5260 2.0985 -2.0653
H -0.3395 3.8743 0.1509
H -1.0496 -0.2694 -0.2376
H -2.2409 -2.5293 -0.1729
H -1.8366 -3.5529 1.4350
H 0.6278 1.2753 -0.8041
H 1.9857 0.1878 -1.2975
H 2.2393 1.1464 -0.1030
H 1.7055 -1.4853 1.9317



17
Properties=species:S:1:pos:R:3 method="wB97M-V/def2-TZVPD" e_above_lowest_kj_mol=542.4 largest_force_ev_per_a=3.00 total_charge=+1 spin_multiplicity=1
C -1.8220 -0.9566 0.0707
C -0.7478 -1.5381 0.4188
C 0.1345 1.2037 0.4327
C -1.9488 0.5164 -0.4417
C 0.9634 0.2183 -0.1552
N -1.1277 1.3874 0.2784
N 2.2632 -0.0669 0.5388
O 1.0929 -0.1382 -1.4642
H -2.8077 -1.4069 0.1060
H -0.1479 -2.3325 0.7698
H 0.5827 1.8150 1.2159
H -1.7514 0.4391 -1.5176
H -2.9827 0.8444 -0.2981
H 2.4050 -1.0810 0.6401
H 2.2589 0.3704 1.4694
H 3.0559 0.2901 -0.0196
H 0.5793 0.4353 -2.0443



17
Properties=species:S:1:pos:R:3 method="wB97M-V/def2-TZVPD" e_above_lowest_kj_mol=283.6 largest_force_ev_per_a=5.95 total_charge=+1 spin_multiplicity=1
C -0.6282 -1.6478 0.2019
C -0.6223 1.2337 0.1847
C -1.8307 0.4625 0.1179
C 0.9126 0.0989 -0.4413
C 2.1372 0.8843 -0.0981
N -1.6534 -1.0313 -0.3087
N 0.5458 -1.1135 0.2644
O -0.2710 2.3133 0.5292
H -0.6991 -2.7210 0.6491
H -2.2103 0.3296 1.0718
H -2.4574 0.8850 -0.6032
H 0.6804 0.0669 -1.4927
H 3.0177 0.4820 -0.4652
H 2.2888 1.1438 0.9090
H 1.9708 1.8040 -0.7051
H -2.5864 -1.4965 -0.4989
H 1.4053 -1.6939 0.6851



17
Properties=species:S:1:pos:R:3 method="wB97M-V/def2-TZVPD" e_above_lowest_kj_mol=405.8 largest_force_ev_per_a=6.02 total_charge=+1 spin_multiplicity=3
C -3.2622 0.9757 -0.4520
C -2.2089 0.4639 -0.1815
C 1.3878 0.1823 -0.0347
C 2.0532 1.5446 -0.2022
C -0.7367 -1.0027 0.7106
N 0.2665 0.1283 0.6646
N -0.5525 -2.0702 -0.1061
O 1.9414 -0.7207 -0.7740
H -4.0890 1.7081 -0.3434
H 1.6849 2.3730 0.4585
H 3.0872 1.3316 0.0155
H 2.0679 1.7749 -1.2199
H -1.3006 -1.1543 1.7366
H -0.1332 0.8685 1.2078
H -0.7490 -1.9641 -1.1580
H 1.7085 -1.5876 -0.4763
H -1.1653 -2.8512 0.1544



18
Properties=species:S:1:pos:R:3 method="wB97M-V/def2-TZVPD" e_above_lowest_kj_mol=554.4 largest_force_ev_per_a=3.63 total_charge=+1 spin_multiplicity=1
C 0.8688 -1.3198 -0.9298
C 2.1876 0.5717 -0.5339
C 0.7250 0.1486 1.2404
C -0.4244 0.1323 0.1297
C -2.6746 -0.5365 -0.2555
N 1.8520 -0.5629 -0.9964
N 1.9262 0.8025 0.7590
O -0.3949 1.2380 -0.5612
O -1.4563 -0.4991 0.4884
H 0.9644 -2.3807 -0.8596
H 2.9626 1.2925 -0.9271
H 0.4754 0.5796 2.1614
H 0.8616 -0.8328 1.5222
H -2.3727 -0.8183 -1.2972
H -3.2684 0.3585 0.0139
H -3.3236 -1.3569 0.1316
H 2.0988 1.6531 1.1872
H -1.0075 1.5301 -1.2730